(1)
Molecular formula: C41H65N15O5
Method: DFT, ωB97M-V/def2-TZVPD

Last column: Löwdin charge in e.
Geometry (Å):
C 0.73352 -0.90057 4.46381  -0.116
C -0.03269 -1.54558 3.30687  -0.240
C 0.61930 -1.22879 1.94591  -0.170
C -0.38611 -0.83790 0.85268  -0.110
C -0.05714 -1.37173 -0.54165  -0.478
O -0.87426 -0.71178 -1.49901  0.027
C -0.39413 -2.88458 -0.65506  -0.093
C 0.75722 -3.82546 -1.02836  -0.079
C 1.63206 -4.33744 0.07531  -0.527
O 2.82674 -4.49030 0.00207  0.083
O 0.95485 -4.64017 1.19828  0.103
O 1.31153 -1.17537 -0.89456  0.051
C 1.86642 0.03585 -0.63732  -0.464
O 1.24360 1.06429 -0.67645  0.109
C 3.34384 -0.00164 -0.34628  -0.144
C 3.93897 -1.37590 -0.06431  -0.096
H 1.77087 -1.24592 4.45853  0.048
H 0.75024 0.18744 4.36782  0.069
H 0.31006 -1.16699 5.43421  0.067
H -0.02986 -2.62744 3.46734  0.102
H -1.06806 -1.19330 3.32254  0.102
H 1.32207 -0.40220 2.09193  0.108
H 1.20987 -2.09193 1.63574  0.098
H -0.49559 0.24814 0.83108  0.120
H -1.36932 -1.24057 1.11696  0.125
H -1.60112 -0.27722 -1.04221  0.104
H -1.12586 -2.96894 -1.45380  0.088
H -0.84067 -3.22919 0.27349  0.101
H 0.27672 -4.72747 -1.43174  0.120
H 1.39275 -3.43322 -1.81922  0.119
H 1.60026 -5.00620 1.82324  0.135
H 3.54183 0.74106 0.42372  0.100
H 3.79313 0.36833 -1.27364  0.109
H 4.12823 -1.87329 -1.01861  0.067
H 3.27730 -2.01425 0.51766  0.052
H 4.86827 -1.31467 0.49339  0.048
C 1.16115 3.99368 1.22042  -0.062
C 1.86340 3.75832 2.46893  -0.258
N 2.39047 3.52837 3.46438  0.129
H 1.03234 3.05622 0.67918  0.065
H 0.17541 4.42873 1.39526  0.029
H 1.70418 4.67402 0.56852  0.049
C -0.73990 -1.63340 -5.12464  -0.093
C -1.21242 -2.92586 -4.64990  -0.282
N -1.58646 -3.94783 -4.28311  0.131
H -0.39856 -1.69329 -6.15493  0.061
H -1.52708 -0.88309 -5.08446  0.081
H 0.09084 -1.27632 -4.51777  0.073
C 4.47949 -4.68104 -2.98045  -0.056
C 5.05572 -3.45862 -3.51757  -0.273
N 5.48746 -2.48846 -3.95591  0.130
H 3.97567 -5.23658 -3.77064  0.087
H 5.25349 -5.32054 -2.55939  0.088
H 3.75303 -4.47495 -2.19336  0.051
C -2.40309 -7.45768 -1.62828  -0.073
C -2.43815 -6.08704 -1.14743  -0.255
N -2.47972 -5.00635 -0.76323  0.171
H -1.97645 -8.11285 -0.87094  0.074
H -3.41249 -7.80667 -1.83754  0.082
H -1.81410 -7.54052 -2.54031  0.081
C 2.03331 1.54722 -5.54251  -0.058
C 0.97135 1.02373 -6.38935  -0.269
N 0.13359 0.60059 -7.04970  0.140
H 2.44999 0.75515 -4.92193  0.081
H 2.83223 1.96541 -6.15198  0.084
H 1.64744 2.32811 -4.88938  0.087
C 0.09889 5.04486 5.65936  -0.081
C -0.98189 5.02616 6.63370  -0.275
N -1.83823 5.00771 7.39794  0.132
H 0.20313 4.07679 5.17333  0.062
H -0.09238 5.79132 4.88984  0.082
H 1.04703 5.28233 6.13798  0.082
C -4.59136 -6.45037 2.24019  -0.068
C -4.28774 -7.73686 1.63147  -0.281
N -4.04854 -8.74284 1.13361  0.131
H -5.60139 -6.45114 2.64588  0.082
H -3.89267 -6.23905 3.04755  0.084
H -4.51121 -5.65658 1.49872  0.072
C 7.87958 -1.10077 -1.83112  -0.058
C 6.98568 -0.21953 -1.10286  -0.239
N 6.28029 0.47430 -0.52288  0.166
H 7.30010 -1.87608 -2.33034  0.043
H 8.43714 -0.55361 -2.58883  0.087
H 8.59226 -1.57589 -1.15878  0.085
C -4.13136 -1.74899 -7.10366  -0.079
C -5.13576 -0.78420 -6.68452  -0.282
N -5.92837 -0.02466 -6.35051  0.118
H -4.57797 -2.56531 -7.66285  0.038
H -3.38433 -1.28459 -7.74571  0.087
H -3.61805 -2.17725 -6.24268  0.063
C -4.93900 -6.20831 -8.52730  -0.066
C -4.29342 -5.01349 -9.04995  -0.272
N -3.78054 -4.07178 -9.45822  0.140
H -5.25286 -6.85699 -9.34297  0.083
H -4.25182 -6.76009 -7.88852  0.084
H -5.81625 -5.93975 -7.94126  0.084
C 3.46597 7.35286 -0.08219  -0.065
C 2.23204 6.95395 -0.74300  -0.287
N 1.25744 6.63208 -1.25577  0.142
H 3.97605 6.48194 0.32708  0.082
H 4.13292 7.84429 -0.78807  0.083
H 3.25331 8.04276 0.73242  0.085
C -4.77356 6.80606 6.52325  -0.094
C -5.56455 7.60278 5.59663  -0.288
N -6.18562 8.23364 4.86606  0.112
H -3.73190 7.12172 6.51775  0.069
H -5.14877 6.89889 7.53681  0.036
H -4.80217 5.75130 6.25806  0.082
C -5.09603 7.56558 11.03844  -0.069
C -4.94118 6.38218 10.20512  -0.279
N -4.81900 5.45246 9.54389  0.146
H -6.09002 7.59098 11.48117  0.082
H -4.35943 7.56399 11.83977  0.082
H -4.95878 8.46848 10.44543  0.082
C 5.25767 1.45637 2.85843  -0.071
C 4.70800 0.15349 3.19592  -0.271
N 4.26285 -0.87241 3.45566  0.148
H 5.40289 1.53448 1.78132  0.048
H 4.57916 2.24792 3.17749  0.044
H 6.22170 1.60956 3.34096  0.083
C -2.86946 5.80925 -1.65452  -0.063
C -2.19428 5.53718 -0.39669  -0.259
N -1.65187 5.33900 0.59342  0.144
H -2.98416 4.89223 -2.22961  0.084
H -3.85655 6.23008 -1.47201  0.085
H -2.28858 6.51798 -2.24220  0.083

As for the net charge: 0. As for the HOMO energy: -9.83 eV. For the LUMO energy, the calculation gives 0.307 eV. Its HOMO-LUMO gap is 10.140 eV.

---

(2)
Molecular formula: C41H67BGeN9O3SSeY
Method: DFT, ωB97M-V/def2-TZVPD

Last column: Löwdin spin population.
Geometry (Å):
Y -0.06090 -0.59913 -0.03295  0.197
C 0.71340 0.18196 -5.81288  0.000
C 0.28778 0.70562 -4.48731  0.001
C 0.02988 2.01790 -4.16905  0.000
C -0.34895 2.00446 -2.82008  0.001
N -0.31044 0.75629 -2.35653  0.004
N 0.07316 -0.03425 -3.37840  0.001
B 0.06977 -1.56512 -3.36312  0.000
N 1.30753 -2.16900 -2.65398  0.001
N 1.83877 -1.76788 -1.47858  0.004
C 2.92895 -2.50815 -1.26019  0.001
C 3.08694 -3.41915 -2.31488  0.000
C 2.04271 -3.17234 -3.17719  0.000
C 1.75993 -3.89543 -4.44913  0.000
C 3.86530 -2.49214 -0.07417  0.000
C 3.73373 -1.27129 0.82667  0.014
C 5.30863 -2.53436 -0.60589  0.000
C 3.57997 -3.74275 0.78013  0.000
N -1.24144 -2.13467 -2.77325  0.000
N -1.54110 -2.18100 -1.46417  0.001
C -2.63289 -2.93461 -1.32651  0.002
C -3.06140 -3.35859 -2.58941  0.000
C -2.15664 -2.82589 -3.48203  0.001
C -2.18984 -2.95801 -4.96350  0.000
C -3.26028 -3.39177 -0.03496  0.000
C -2.74683 -2.62093 1.17865  0.000
C -4.78703 -3.23270 -0.09982  0.000
C -2.90725 -4.88189 0.11485  0.000
C -0.86049 3.22639 -2.11107  0.000
C -0.92625 3.06681 -0.59998  0.011
C 0.02645 4.43708 -2.43519  0.001
C -2.28084 3.47858 -2.64843  0.000
H 0.92147 1.02273 -6.47022  0.000
H -0.07101 -0.42975 -6.25761  0.000
H 1.61063 -0.42461 -5.72531  0.000
H 0.09944 2.86364 -4.82421  0.000
H 0.11643 -1.91438 -4.49082  0.000
H 3.85580 -4.15551 -2.44432  0.000
H 2.52208 -4.65861 -4.59599  0.000
H 1.77835 -3.21846 -5.30213  0.000
H 0.78170 -4.37299 -4.41206  0.000
H 4.16108 -0.38904 0.35768  0.000
H 4.25899 -1.45557 1.76152  0.001
H 2.68868 -1.07572 1.05411  0.009
H 5.48303 -1.68523 -1.26541  0.000
H 5.50567 -3.44799 -1.16184  0.000
H 6.01461 -2.47400 0.22114  0.000
H 2.67416 -3.59264 1.36756  0.000
H 4.39856 -3.91074 1.47787  0.000
H 3.46790 -4.63451 0.16300  0.000
H -3.90185 -3.97989 -2.82089  0.000
H -3.09249 -3.49198 -5.24880  0.000
H -1.32792 -3.50877 -5.33402  0.000
H -2.19631 -1.97980 -5.43824  0.000
H -3.33988 -1.72444 1.35284  0.000
H -1.70435 -2.32891 1.03350  0.000
H -2.79661 -3.25427 2.06218  0.000
H -5.06089 -2.19782 -0.30117  0.000
H -5.22094 -3.52204 0.85517  0.000
H -5.22410 -3.85600 -0.87577  0.000
H -1.82793 -5.00087 0.15925  0.000
H -3.28182 -5.45516 -0.73232  0.000
H -3.33883 -5.28821 1.02788  0.000
H 0.06509 3.03632 -0.15445  0.004
H -1.45225 2.15267 -0.33964  0.004
H -1.45833 3.91993 -0.18551  0.001
H 1.05927 4.23948 -2.15124  0.001
H -0.31956 5.30589 -1.87597  0.000
H -0.00139 4.68172 -3.49516  0.000
H -2.91579 2.62369 -2.42768  0.000
H -2.26353 3.63294 -3.72657  0.000
H -2.70895 4.36245 -2.17835  0.000
O 0.22408 -3.63485 0.09276  0.004
H 1.10046 -3.96962 -0.12070  0.000
H 0.01617 -3.96500 0.98037  0.000
O -2.95906 0.26332 -0.56616  0.002
H -3.30632 -0.63075 -0.63915  0.000
H -2.77770 0.41131 0.38153  0.000
S 1.54604 1.53123 2.10507  0.270
C 1.40059 1.02079 0.53491  0.349
C 4.70851 3.82044 -0.80992  0.000
Ge 3.42137 3.11763 0.57670  0.000
C 2.37072 4.73225 1.11055  0.005
C 4.67537 2.51739 2.01705  0.004
C 2.34998 1.70891 -0.40023  0.041
H 5.30380 4.62484 -0.38708  0.000
H 4.20037 4.20699 -1.68706  0.000
H 5.39725 3.04854 -1.13963  0.000
H 3.00079 5.43341 1.64974  0.000
H 1.54813 4.45302 1.75802  0.004
H 1.96997 5.23670 0.23538  0.000
H 5.56244 3.14493 2.04149  0.000
H 4.99124 1.49352 1.84114  0.001
H 4.18826 2.54814 2.98525  0.002
H 3.02620 0.97427 -0.85136  0.012
H 1.81563 2.14342 -1.25264  0.009
Se 0.60628 -1.61990 2.78409  0.005
C 0.09596 -3.31308 3.00438  0.000
N -0.23809 -4.42273 3.10806  0.002
C -3.34912 2.16957 5.81595  0.000
N -2.46095 1.24886 5.14096  0.001
N -2.03050 1.61835 3.86171  0.001
C -2.00931 0.49660 3.02999  0.001
O -1.69775 0.52201 1.81277  0.003
C -2.48337 -0.57585 3.82991  0.000
C -2.78501 -0.09736 5.07332  0.001
C -3.38157 -0.79771 6.23649  0.000
C -1.36356 2.83491 3.73771  0.006
C -0.61532 3.33618 4.80994  0.002
C -0.04183 4.58671 4.72649  0.001
C -0.19797 5.35667 3.58333  0.001
C -0.93242 4.85079 2.51818  0.003
C -1.51602 3.60397 2.58636  0.005
H -2.98162 3.18626 5.69028  0.000
H -3.35208 1.92287 6.87611  0.000
H -4.37555 2.11262 5.43097  0.000
H -2.51041 -1.59969 3.52194  0.000
H -3.28492 -1.86939 6.09398  0.000
H -4.44189 -0.55116 6.34201  0.000
H -2.87895 -0.51694 7.16023  0.000
H -0.48495 2.72596 5.69150  0.000
H 0.53203 4.96867 5.55885  0.000
H 0.25251 6.33717 3.52170  0.000
H -1.04962 5.45355 1.62933  0.000
H -2.09684 3.20365 1.77175  0.000

As for the net charge: -1. As for the HOMO energy (alpha / beta): -1.48 / -2.93 eV. As for the spin multiplicity: 2. For the LUMO energy (alpha / beta), the calculation gives 2.185 / 2.182 eV. Its HOMO-LUMO gap (alpha / beta) is 3.668 / 5.113 eV.

---

| no. | total energy (eV) |
| --- | --- |
| 1 | -76157.1692 |
| 2 | -197580.9515 |